[1]
Density functional theory data (ωB97M-V with the def2-TZVPD basis set) for a 2-piece molecular cluster, C4H10N3O overall.

Summary:
Net charge = +1
Max |F| = 0.08499 hartree/bohr
Energy relative to the best compared isomer or geometry (same formula, charge and spin) = 1.400 eV
HOMO-LUMO gap = 10.79 eV

Each line ends with the Mulliken charge.
Element x y z (Å)
C -0.790 -1.477 0.707  -0.602
C -1.665 -1.317 -0.299  -0.282
C -0.114 -0.283 0.868  0.595
C -0.522 2.016 0.111  -0.960
N -0.719 0.571 0.004  0.379
N 2.160 -0.707 -0.734  -0.684
N -1.712 -0.052 -0.624  -0.311
O 0.948 0.094 1.589  -0.514
H -0.622 -2.420 1.247  0.349
H -2.267 -2.007 -0.721  0.551
H -1.084 2.493 0.981  0.311
H 0.433 2.320 0.056  0.379
H -0.906 2.396 -0.774  0.413
H 1.760 -0.151 -1.473  0.198
H 2.906 -1.196 -1.196  0.261
H 2.666 0.019 -0.242  0.231
H -2.014 0.174 -1.559  0.307
H 1.545 -0.472 2.058  0.379



[2]
Density functional theory data (ωB97M-V with the def2-TZVPD basis set) for an isolated ion of composition C4H10N3O and charge +1.

Summary:
Net charge = +1
Max |F| = 0.11621 hartree/bohr
Energy relative to the best compared isomer or geometry (same formula, charge and spin) = 4.149 eV
HOMO-LUMO gap (spin up / spin down) = 6.27 / 8.39 eV
<S²> = 2.01
Spin multiplicity = 3

Each line ends with the Mulliken charge.
Element x y z (Å)
C -1.172 -0.396 -0.058  0.269
C 1.009 -1.269 -0.170  -0.460
C 2.316 0.745 0.420  -0.849
C -3.017 0.976 0.022  -0.559
N 0.029 0.880 -0.281  -0.696
N -0.398 -1.496 0.197  -0.033
N 1.205 0.167 -0.438  0.378
O -2.435 -0.327 0.035  -0.345
H 1.787 -1.776 0.475  0.375
H 1.398 -1.796 -1.115  0.290
H 1.918 0.838 1.394  0.323
H 3.188 0.131 0.227  0.433
H 2.686 1.658 0.058  0.361
H -3.328 1.274 -0.973  0.264
H -2.111 1.646 0.477  0.315
H -3.872 0.870 0.693  0.226
H -0.751 -2.367 0.496  0.227
H 1.548 0.243 -1.460  0.483



[3]
Density functional theory data (ωB97M-V with the def2-TZVPD basis set) for a 2-piece molecular cluster, C4H10N3O2 overall.

Summary:
Net charge = -1
Max |F| = 0.07530 hartree/bohr
Energy relative to the best compared isomer or geometry (same formula, charge and spin) = 0.829 eV
HOMO-LUMO gap = 7.41 eV

Each line ends with the Mulliken charge.
Element x y z (Å)
C -2.966 -0.386 0.105  0.650
C -0.094 2.377 -0.370  -0.914
C 0.945 -1.196 -0.974  -1.033
C -0.305 -1.753 0.836  -0.915
N -0.507 1.124 0.361  -0.324
N -1.083 0.139 -0.470  -0.572
N -0.439 -1.082 -0.417  0.174
O -3.287 0.545 0.765  -0.585
O -3.300 -1.380 -0.440  -0.514
H 0.146 3.210 0.361  0.284
H 0.771 2.091 -0.908  0.246
H -0.751 2.660 -1.088  0.423
H 0.932 -0.734 -1.948  0.315
H 1.567 -0.668 -0.273  0.357
H 1.191 -2.309 -1.120  0.300
H 0.174 -2.744 0.678  0.323
H 0.345 -1.292 1.644  0.238
H -1.336 -1.800 1.224  0.297
H -1.256 1.352 0.999  0.250



[4]
Density functional theory data (ωB97M-V with the def2-TZVPD basis set) for a 2-piece molecular cluster, C4H10N3O2 overall.

Summary:
Net charge = -1
Max |F| = 0.09557 hartree/bohr
Energy relative to the best compared isomer or geometry (same formula, charge and spin) = 0.487 eV
HOMO-LUMO gap = 7.88 eV

Each line ends with the Mulliken charge.
Element x y z (Å)
C -2.865 0.591 0.721  0.208
C 2.442 1.985 0.060  -0.631
C 0.118 -1.433 0.879  -0.683
C -0.471 -1.154 -1.459  -0.935
N 1.804 0.741 0.465  -0.682
N 1.072 0.305 -0.526  -0.103
N 0.434 -0.763 -0.373  0.497
O -3.719 1.411 0.490  -0.588
O -2.907 -0.626 0.704  -0.625
H 3.276 2.216 0.664  0.257
H 2.620 1.865 -1.044  0.275
H 1.779 2.768 0.224  0.235
H 0.927 -1.511 1.727  0.258
H -0.820 -1.065 1.243  0.274
H -0.001 -2.539 0.769  0.282
H -0.329 -2.175 -1.766  0.283
H -1.476 -1.120 -1.258  0.358
H -0.139 -0.514 -2.316  0.326
H -1.744 1.019 0.796  -0.007



[5]
Density functional theory data (ωB97M-V with the def2-TZVPD basis set) for a 2-piece molecular cluster, C4H10N3O5P overall.

Summary:
Net charge = -2
Max |F| = 0.09781 hartree/bohr
Energy relative to the best compared isomer or geometry (same formula, charge and spin) = 2.601 eV
HOMO-LUMO gap = 7.61 eV

Each line ends with the Mulliken charge.
Element x y z (Å)
C 11.321 0.481 0.182  0.492
C 10.022 1.063 0.960  -0.566
C 8.754 0.830 0.252  -0.348
C -11.235 -1.025 -1.768  0.280
N -10.153 -1.558 -2.078  -0.685
N -11.440 -1.287 0.523  -0.680
N 8.525 -0.650 -0.059  -0.800
O 11.065 -0.575 -0.367  -0.663
O -11.295 1.285 1.465  -0.697
O -11.480 0.166 -1.163  -0.441
O 12.388 1.105 0.186  -0.758
O -9.080 0.115 0.293  -0.550
P -10.844 0.155 0.490  0.771
H 10.179 2.157 0.994  0.269
H 10.168 0.587 2.003  0.209
H 7.937 1.012 1.066  0.164
H 8.571 1.473 -0.567  0.356
H -12.286 -1.411 -2.153  0.252
H -9.246 -1.278 -1.556  0.317
H -8.727 0.993 0.509  0.282
H -11.232 -1.672 1.463  0.152
H 9.299 -1.127 0.430  0.346
H 8.786 -0.838 -1.105  0.301



[6]
Density functional theory data (ωB97M-V with the def2-TZVPD basis set) for an isolated ion of composition C4H10N3S and charge +1.

Summary:
Net charge = +1
Max |F| = 0.09474 hartree/bohr
Energy relative to the best compared isomer or geometry (same formula, charge and spin) = 5.379 eV
HOMO-LUMO gap (spin up / spin down) = 7.34 / 7.90 eV

Each line ends with the Mulliken charge.
Element x y z (Å)
C -0.713 -1.808 -0.104  -0.015
C -1.430 -0.494 -0.200  -0.648
C 0.772 0.369 0.252  -0.586
C -1.053 1.901 -0.216  -0.790
N 0.453 -1.984 0.189  -0.515
N 2.862 -0.745 0.521  -0.338
N -0.497 0.592 -0.517  0.081
S 2.269 0.382 -0.522  0.124
H -1.285 -2.735 -0.297  0.415
H -2.220 -0.568 -0.917  0.458
H -1.948 -0.513 0.884  0.307
H 0.688 0.605 1.335  0.419
H -0.309 2.689 0.000  0.338
H -1.664 2.138 -1.209  0.350
H -1.736 1.871 0.663  0.320
H 3.785 -0.726 0.977  0.250
H 2.146 -1.460 0.561  0.400
H -0.121 0.489 -1.401  0.428



[7]
Density functional theory data (ωB97M-V with the def2-TZVPD basis set) for a 2-piece molecular cluster, C4H10N4 overall.

Summary:
Max |F| = 0.06435 hartree/bohr
Energy relative to the best compared isomer or geometry (same formula, charge and spin) = 3.365 eV
HOMO-LUMO gap = 9.35 eV

Each line ends with the Mulliken charge.
Element x y z (Å)
H 0.576 0.199 2.970  0.247
N 0.444 1.167 2.604  -0.604
N -0.150 1.239 1.539  -0.007
C -0.606 0.085 0.809  1.346
C -0.460 -1.299 1.419  -1.580
N -1.884 0.320 0.273  -0.683
H 0.145 0.098 -0.249  -0.657
H -0.821 -2.030 0.701  0.360
H 0.574 -1.527 1.677  0.410
H -1.073 -1.385 2.315  0.397
H -2.114 1.305 0.377  0.264
H -1.868 0.142 -0.771  0.422
C 1.684 0.331 -2.295  -1.041
C 0.277 0.129 -1.942  0.835
N -0.846 0.077 -2.286  -0.632
H 2.065 1.214 -1.782  0.298
H 2.267 -0.538 -1.991  0.286
H 1.789 0.472 -3.369  0.337



[8]
Density functional theory data (ωB97M-V with the def2-TZVPD basis set) for one molecule with the formula C4H10N4.

Summary:
Max |F| = 0.12864 hartree/bohr
Energy relative to the best compared isomer or geometry (same formula, charge and spin) = 3.094 eV
HOMO-LUMO gap = 9.40 eV

Each line ends with the Mulliken charge.
Element x y z (Å)
H -0.291 -0.370 -2.416  0.280
N -0.294 0.612 -2.167  -0.678
C -0.217 0.899 -0.959  0.487
N -0.517 2.575 -0.590  -0.653
N -0.278 0.340 0.227  -0.037
C -0.058 0.898 1.545  -0.925
C 0.181 -1.318 0.107  0.699
C -0.353 -2.144 1.003  -1.070
N 1.014 -1.697 -0.918  -0.502
H 0.370 3.002 -0.846  0.213
H -1.246 2.874 -1.231  0.257
H -0.598 0.297 2.278  0.272
H 1.000 0.902 1.810  0.287
H -0.488 1.892 1.622  0.437
H -1.050 -1.804 1.747  0.259
H -0.125 -3.201 0.981  0.244
H 1.186 -2.687 -1.030  0.187
H 1.764 -1.068 -1.163  0.245



[9]
Density functional theory data (ωB97M-V with the def2-TZVPD basis set) for C4H10N4 as an isolated structure.

Summary:
Max |F| = 0.00813 hartree/bohr
Energy relative to the best compared isomer or geometry (same formula, charge and spin) = 2.879 eV
HOMO-LUMO gap = 8.75 eV

Each line ends with the Mulliken charge.
Element x y z (Å)
C -1.630 0.372 -0.478  -1.520
C 0.222 -1.012 0.746  -0.952
C 1.251 0.403 -0.169  0.529
C -0.569 0.152 0.576  1.126
N -0.029 -2.046 -0.110  -0.285
N 1.438 -0.057 -1.445  -0.428
N -0.675 0.986 1.674  -0.533
N 1.913 1.358 0.322  -0.877
H -0.862 -2.115 -0.688  0.189
H 0.435 -2.919 0.070  0.226
H 1.213 -1.030 -1.591  0.260
H 2.292 0.261 -1.881  0.275
H -0.776 1.978 1.506  0.267
H -0.079 0.737 2.451  0.334
H 1.578 1.637 1.240  0.246
H -1.317 -0.020 -1.445  0.383
H -2.560 -0.118 -0.177  0.353
H -1.844 1.435 -0.603  0.407



[10]
Density functional theory data (ωB97M-V with the def2-TZVPD basis set) for one molecule with the formula C4H10N4O.

Summary:
Max |F| = 0.01455 hartree/bohr
Energy relative to the best compared isomer or geometry (same formula, charge and spin) = 1.075 eV
HOMO-LUMO gap = 9.14 eV

Each line ends with the Mulliken charge.
Element x y z (Å)
H -2.703 1.116 1.072  0.227
N -2.564 0.114 0.991  -0.894
C -1.518 -0.240 0.369  0.223
N -1.279 -1.549 0.120  -0.405
C -0.469 0.707 -0.230  0.406
C -0.478 0.584 -1.758  -1.490
C 0.898 0.409 0.322  0.314
O 1.582 1.414 0.961  -0.567
N 1.384 -0.753 0.195  -0.131
N 2.663 -1.036 0.594  -0.757
H -1.860 -2.202 0.620  0.285
H -0.311 -1.792 -0.046  0.263
H -0.747 1.734 0.045  0.629
H -1.480 0.770 -2.138  0.366
H 0.206 1.305 -2.201  0.382
H -0.169 -0.414 -2.049  0.328
H 1.061 2.222 0.979  0.346
H 2.732 -2.002 0.884  0.223
H 3.053 -0.386 1.271  0.251



[11]
Density functional theory data (ωB97M-V with the def2-TZVPD basis set) for a 2-piece molecular cluster, C4H10N4O2 overall.

Summary:
Max |F| = 0.09245 hartree/bohr
Energy relative to the best compared isomer or geometry (same formula, charge and spin) = 2.604 eV
HOMO-LUMO gap (spin up / spin down) = 6.65 / 6.65 eV

Each line ends with the Mulliken charge.
Element x y z (Å)
C 2.707 0.107 1.365  0.869
C -0.507 1.325 -0.125  0.072
C 0.520 -1.240 -0.857  -1.355
C 0.621 -0.819 0.577  0.269
N -1.541 2.109 0.400  -0.548
N 0.131 1.593 -1.321  -0.408
N 0.183 -1.805 1.434  -0.533
N -0.140 0.339 0.743  -0.094
O 2.385 1.217 1.528  -0.452
O 3.354 -0.854 1.334  -0.412
H 1.096 -0.486 -1.491  0.190
H 0.725 -2.293 -1.102  0.467
H -0.554 -0.897 -1.151  0.303
H -1.671 3.124 0.274  0.237
H -2.357 1.662 0.360  0.187
H -0.140 2.439 -1.692  0.292
H 1.218 1.676 -1.127  0.266
H -0.208 -2.540 0.891  0.192
H 0.628 -2.038 2.245  0.163
H -0.633 0.413 1.619  0.296



[12]
Density functional theory data (ωB97M-V with the def2-TZVPD basis set) for a 2-piece molecular cluster, C4H10N4O2 overall.

Summary:
Max |F| = 0.03216 hartree/bohr
Energy relative to the best compared isomer or geometry (same formula, charge and spin) = 1.850 eV
HOMO-LUMO gap = 9.80 eV

Each line ends with the Mulliken charge.
Element x y z (Å)
H 0.883 -1.328 -0.713  0.395
N 1.287 -1.277 0.224  -0.754
C 0.346 -0.971 1.038  0.633
C 0.597 -0.748 2.478  -0.375
C 1.824 -0.668 2.985  -0.734
N -1.018 -0.877 0.710  -0.287
O -1.249 -0.802 -0.670  -0.370
H -0.282 -0.658 3.123  0.286
H 2.000 -0.510 4.049  0.270
H 2.692 -0.771 2.327  0.304
H -1.470 -0.066 1.136  0.322
H -1.756 -1.607 -0.849  0.325
N 0.822 0.666 -1.571  -0.497
C -0.408 1.263 -1.656  0.719
N -0.792 1.959 -0.529  -0.444
O -1.113 1.185 -2.650  -0.681
H 1.396 0.725 -0.764  0.279
H 1.114 0.167 -2.387  0.209
H -1.697 2.396 -0.563  0.212
H -0.223 2.035 0.293  0.191